{"formula": "C38H40BiN6", "method": "ωB97M-V/def2-TZVPD", "elements": ["Bi", "N", "N", "C", "C", "C", "C", "H", "H", "H", "C", "C", "H", "H", "H", "C", "C", "H", "H", "H", "C", "H", "H", "H", "C", "H", "H", "H", "C", "H", "C", "H", "C", "H", "C", "H", "C", "C", "H", "C", "C", "H", "C", "H", "N", "C", "C", "C", "H", "C", "C", "H", "H", "H", "C", "H", "C", "C", "H", "H", "H", "C", "H", "H", "H", "N", "C", "C", "C", "C", "C", "C", "C", "N", "C", "C", "N", "C", "H", "H", "H", "H", "H", "H", "H"], "coordinates": [[-1.3662, -0.0180, -0.6601], [0.8311, -2.7993, 2.0158], [0.0533, -2.2777, -1.8894], [1.1574, 1.9500, -0.6807], [2.1802, 0.9851, -0.4378], [2.2169, 0.7313, 0.9639], [2.9542, -0.3579, 1.6399], [3.8069, -0.6866, 1.0325], [2.3084, -1.2337, 1.8333], [3.3276, -0.0141, 2.6143], [1.2651, 1.5786, 1.5947], [1.0206, 1.6215, 3.0539], [1.9559, 1.8574, 3.5874], [0.6711, 0.6533, 3.4426], [0.2753, 2.3826, 3.3127], [0.5995, 2.3270, 0.5888], [-0.4485, 3.3503, 0.8248], [-1.4066, 2.9259, 1.1706], [-0.6461, 3.9213, -0.0907], [-0.1151, 4.0599, 1.6000], [3.0360, 0.3491, -1.4685], [3.9228, 0.9749, -1.6669], [2.5093, 0.2242, -2.4255], [3.4015, -0.6366, -1.1497], [0.8532, 2.5505, -2.0073], [-0.0539, 3.1715, -1.9861], [0.7179, 1.7853, -2.7903], [1.6958, 3.1928, -2.3224], [0.6366, -3.7789, 2.9101], [1.1764, -3.7024, 3.8677], [-0.2390, -4.8606, 2.6665], [-0.3734, -5.6308, 3.4423], [-0.9059, -4.9330, 1.4349], [-1.5754, -5.7675, 1.1978], [-0.7458, -3.8776, 0.5401], [-1.1777, -3.8584, -0.4480], [0.0251, -2.7611, 0.9298], [0.1533, -1.5879, 0.0404], [1.1889, -1.2099, 0.0068], [-0.5891, -1.2830, -2.5049], [0.8516, -2.9277, -2.7988], [1.4582, -3.7434, -2.4498], [0.7198, -2.3420, -4.0158], [1.0895, -2.6679, -4.9729], [-0.1223, -1.2561, -3.8302], [-0.2572, -0.1617, -4.6931], [0.8487, 0.2733, -5.4397], [0.7211, 1.4567, -6.1792], [1.5781, 1.7856, -6.7869], [-0.4606, 2.2072, -6.1492], [-0.5629, 3.4934, -6.9014], [-1.0830, 4.2334, -6.2834], [-1.1248, 3.3785, -7.8378], [0.4383, 3.8601, -7.1428], [-1.5550, 1.7443, -5.4045], [-2.5004, 2.3126, -5.3962], [-1.4803, 0.5401, -4.7040], [-2.7006, -0.0186, -4.0442], [-2.9168, -1.0526, -4.3501], [-3.5623, 0.5947, -4.3439], [-2.6636, 0.0004, -2.9346], [2.1498, -0.4612, -5.4982], [2.0533, -1.4285, -6.0110], [2.6606, -0.6028, -4.5316], [2.8240, 0.1292, -6.1289], [0.2562, 1.8272, 9.8953], [-0.1567, 1.4975, 8.8419], [-0.6664, 1.0403, 7.5775], [-1.3146, 1.9167, 6.6946], [-1.7981, 1.4396, 5.4707], [-1.6854, 0.0774, 5.1659], [-1.0778, -0.8153, 6.0568], [-0.5570, -0.3191, 7.2601], [-2.1343, -0.3942, 3.9090], [-2.3674, -1.7249, 3.5246], [-2.5852, -1.7113, 2.1767], [-2.4367, -0.4086, 1.7005], [-2.1871, 0.3589, 2.7749], [-1.4590, 2.9610, 6.9741], [-2.2904, 2.1202, 4.7715], [-0.9910, -1.8713, 5.7991], [-0.0831, -1.0022, 7.9665], [-2.3171, -2.5589, 4.1948], [-2.8201, -2.5261, 1.5156], [-2.0295, 1.4283, 2.7746]], "atomic_forces_ev_per_a": [[0.740, -0.980, -0.444], [-0.749, -0.476, 1.102], [-0.514, -0.319, -1.186], [0.246, -0.521, 0.932], [-0.998, 0.391, 1.106], [-0.683, 0.868, -0.997], [0.366, -0.331, 0.369], [0.001, -0.008, 0.211], [0.411, 0.384, -0.010], [0.161, -0.137, -0.050], [-0.090, -0.197, -1.388], [0.102, -0.049, 0.421], [-0.252, 0.004, 0.125], [-0.007, 0.066, 0.079], [0.068, -0.012, 0.079], [0.834, -0.824, -0.095], [-0.030, 0.424, 0.171], [-0.017, 0.098, -0.108], [-0.098, -0.034, 0.222], [-0.213, 0.007, -0.165], [0.385, -0.017, -0.294], [-0.026, -0.203, -0.147], [0.040, -0.033, 0.136], [-0.080, 0.117, -0.122], [0.221, 0.275, -0.333], [0.173, -0.151, -0.058], [-0.005, 0.201, 0.108], [-0.286, -0.035, -0.164], [-0.469, -0.153, -0.882], [-0.054, -0.102, -0.558], [0.078, -0.014, 0.576], [0.061, 0.373, -0.464], [0.136, 0.492, 0.032], [0.387, 0.207, 0.073], [-0.324, -0.236, 0.699], [-0.226, -0.033, -0.009], [0.832, 0.726, -1.164], [-0.169, -0.065, 1.448], [-0.756, 0.057, -0.137], [1.731, 0.457, -0.037], [-0.114, 0.120, 0.199], [0.075, -0.284, -0.331], [0.124, -0.442, 0.402], [-0.086, 0.151, 0.156], [-0.688, -0.835, 0.684], [-0.142, 0.663, -0.204], [-0.576, 0.425, -0.079], [-0.437, -0.109, 0.112], [-0.463, -0.028, 0.346], [0.075, -0.443, 0.281], [-0.035, 0.276, -0.123], [0.132, 0.034, -0.207], [0.095, 0.030, 0.147], [-0.173, 0.119, -0.025], [0.328, -0.209, -0.211], [0.548, -0.290, -0.019], [0.397, -0.028, -0.306], [-0.805, 0.331, 0.436], [0.261, 0.207, 0.152], [0.125, -0.163, 0.058], [-0.098, -0.085, -0.828], [0.885, 0.079, -0.540], [0.130, 0.336, 0.252], [-0.449, -0.059, -0.284], [0.023, -0.034, 0.145], [-1.148, -0.860, -2.940], [1.081, 0.882, 2.840], [-0.266, -0.169, -0.248], [-0.098, -0.267, -0.424], [0.023, 0.065, 0.632], [0.218, -0.100, -0.082], [0.137, 0.561, 0.470], [-0.304, -0.354, -0.451], [0.076, -0.474, -0.154], [-0.037, 0.422, -0.471], [0.327, 1.285, 0.651], [-0.240, 0.673, 2.222], [-0.317, -1.525, -1.441], [0.160, -0.292, -0.158], [0.194, -0.253, 0.343], [0.066, 0.379, 0.118], [-0.081, 0.240, -0.236], [-0.088, 0.020, 0.230], [0.085, 0.000, -0.008], [0.152, -0.216, -0.181]], "homo_ev": [-2.30, -2.32], "gap_ha": [0.1508, 0.1516], "charge": -1, "multiplicity": 1}

---

{"formula": "C18H30AsN2NaO3S4", "method": "ωB97M-V/def2-TZVPD", "elements": ["Na", "C", "C", "C", "C", "C", "C", "C", "C", "C", "C", "H", "H", "H", "H", "H", "H", "H", "H", "H", "H", "H", "H", "H", "H", "C", "N", "C", "C", "O", "C", "O", "C", "C", "O", "N", "C", "C", "H", "H", "H", "H", "H", "H", "H", "H", "H", "H", "H", "H", "H", "H", "H", "H", "S", "As", "S", "S", "S"], "coordinates": [[0.0292, -0.1182, 0.1619], [-3.0004, 2.2833, -0.3964], [-2.3628, 3.4388, 0.3839], [-2.8568, 3.4260, 1.8291], [-0.8546, 3.3549, 0.2725], [-0.0960, 2.5808, 1.1516], [1.2719, 2.4324, 0.9572], [1.9272, 3.0554, -0.1038], [3.4090, 2.8749, -0.2985], [1.1719, 3.8428, -0.9633], [-0.1972, 3.9859, -0.7765], [-4.0912, 2.3657, -0.3820], [-2.7238, 1.3285, 0.0591], [-2.6634, 2.2770, -1.4365], [-2.6657, 4.3837, -0.0866], [-2.6534, 2.4578, 2.2965], [-3.9373, 3.5913, 1.8573], [-2.3733, 4.2056, 2.4223], [-0.5715, 2.0300, 1.9595], [1.8279, 1.7998, 1.6439], [3.9790, 3.5193, 0.3757], [3.7046, 3.1179, -1.3210], [3.7063, 1.8468, -0.0891], [1.6549, 4.3382, -1.8008], [-0.7721, 4.5906, -1.4727], [1.1138, 1.1699, -4.4624], [0.1213, 0.1591, -4.1660], [-0.4134, -0.5679, -5.2925], [-0.3599, 0.0537, -2.8920], [0.0769, 0.7449, -1.9914], [-1.4882, -0.9490, -2.6663], [-1.9046, -0.8997, -1.3361], [-1.9828, -2.1492, -0.6577], [-0.5773, -2.7165, -0.4263], [0.3636, -2.2246, -1.0750], [-0.4536, -3.6722, 0.4818], [-1.5885, -4.0569, 1.3214], [0.8817, -4.0827, 0.9248], [1.9779, 0.7167, -4.9548], [1.4267, 1.6325, -3.5308], [0.6999, 1.9403, -5.1222], [0.4016, -0.8158, -5.9755], [-1.1545, 0.0194, -5.8483], [-0.8731, -1.5008, -4.9798], [-1.1290, -1.9422, -2.9443], [-2.3285, -0.6809, -3.3248], [-2.6050, -2.8627, -1.2150], [-2.4399, -1.9186, 0.3071], [-2.4357, -4.3731, 0.7048], [-1.8734, -3.2313, 1.9797], [-1.2750, -4.8726, 1.9663], [1.5964, -3.2974, 0.7021], [1.1776, -5.0114, 0.4263], [0.8608, -4.2278, 2.0062], [-0.2774, -4.2829, 4.4985], [0.8575, -2.4195, 4.5976], [-1.7673, -0.3732, 2.3394], [0.2364, -1.0309, 2.6344], [2.8187, -2.7409, 3.7172]], "atomic_forces_ev_per_a": [[-0.056, 0.007, 0.095], [0.000, 0.000, -0.003], [0.000, -0.003, -0.003], [0.006, -0.011, 0.012], [-0.018, -0.042, -0.002], [0.054, -0.014, 0.006], [0.057, 0.005, 0.057], [-0.039, -0.002, -0.001], [0.016, 0.002, -0.008], [0.006, -0.006, 0.003], [0.013, 0.044, -0.002], [-0.009, 0.004, -0.001], [0.001, 0.004, -0.001], [0.002, -0.005, 0.007], [0.000, -0.007, 0.008], [-0.006, 0.010, -0.011], [0.003, -0.005, 0.001], [0.001, 0.008, 0.002], [0.005, 0.004, -0.009], [-0.033, -0.007, 0.001], [-0.002, 0.002, 0.005], [0.001, 0.000, 0.000], [-0.001, 0.001, -0.003], [0.005, -0.004, 0.000], [0.002, -0.006, -0.003], [-0.013, 0.000, 0.000], [-0.011, 0.008, -0.001], [0.012, -0.003, 0.004], [0.012, -0.046, -0.005], [-0.002, 0.053, -0.010], [0.005, -0.019, 0.020], [-0.064, -0.084, -0.008], [0.026, -0.028, -0.011], [-0.016, -0.036, 0.077], [0.060, -0.012, -0.033], [-0.009, 0.046, -0.053], [0.000, 0.003, -0.020], [-0.062, 0.006, -0.007], [0.002, -0.002, 0.000], [0.000, 0.001, 0.003], [0.001, -0.002, -0.003], [0.001, -0.006, -0.001], [0.004, 0.003, -0.001], [-0.006, 0.005, 0.002], [0.000, 0.007, 0.002], [-0.010, 0.002, -0.002], [0.005, 0.019, -0.008], [0.000, 0.028, 0.000], [-0.007, 0.001, -0.008], [-0.002, -0.011, -0.004], [-0.009, 0.009, -0.013], [0.001, -0.004, 0.021], [0.002, -0.013, -0.006], [0.009, 0.006, -0.032], [0.071, 0.068, 0.042], [-0.039, -0.128, 0.010], [0.028, 0.021, -0.015], [-0.043, 0.099, -0.150], [0.048, 0.030, 0.058]], "homo_ev": 0.40, "gap_ha": 0.1030, "charge": -2, "multiplicity": 1}

---

{"formula": "C2H4N2S3", "method": "ωB97M-V/def2-TZVPD", "elements": ["S", "C", "S", "N", "N", "C", "S", "H", "H", "H", "H"], "coordinates": [[2.8107, 1.5094, 0.3106], [2.4042, -0.1140, 0.1374], [3.4460, -1.4812, -0.0394], [1.1423, -0.3335, 0.0779], [0.0396, -0.0831, 0.6105], [-1.0606, -0.0598, -0.2804], [-2.7936, -0.2269, 0.5279], [4.5383, -0.6899, 0.2691], [-0.9227, 1.0528, -0.5699], [-1.1294, -0.7903, -1.0108], [-2.7580, -1.6414, 0.5628]], "atomic_forces_ev_per_a": [[0.477, -0.557, -0.261], [1.209, 2.072, 1.359], [1.153, 0.322, 0.288], [-4.970, -0.714, -0.945], [3.390, -1.089, 1.038], [-1.926, 2.928, 1.451], [1.659, -1.274, -0.280], [-0.707, -0.711, -0.299], [-0.959, -1.684, -0.425], [0.689, -0.955, -1.878], [-0.015, 1.661, -0.048]], "smiles": "S=C(S)/N=N/CS", "homo_ev": -8.73, "gap_ha": 0.2810, "multiplicity": 1}